DFT (ωB97M-V/def2-TZVPD) results for a single C6H11NO molecule.

```
! wB97M-V def2-TZVPD RIJCOSX def2/J DEFGRID3
* xyz 0 1
C 0.73592 -1.41590 0.80462
N 0.96290 -1.24243 -0.50407
C 1.37170 0.01466 -1.06454
C 0.18966 0.72836 -1.80686
C -0.51827 1.65110 -0.77009
C -1.23936 0.77135 0.16840
C -1.18374 0.83284 1.66219
O -0.16646 -2.07389 1.33528
H 1.49641 -0.83392 1.40984
H 2.25379 -0.16915 -1.67521
H 1.78436 0.72519 -0.27603
H -0.52064 -0.03556 -2.13673
H 0.60047 1.31404 -2.65705
H 0.18271 2.34304 -0.23540
H -1.12808 2.36409 -1.31876
H -2.25961 0.71003 -0.34888
H -1.26782 1.80649 2.15843
H -0.13264 0.70929 1.15160
H -1.55709 -0.10369 2.09388
*
```

---

DFT (ωB97M-V/def2-TZVPD) results for a single C3H9NO molecule.

```
! wB97M-V def2-TZVPD RIJCOSX def2/J DEFGRID3
* xyz 0 1
C 0.44753 1.67348 -0.68926
N -0.52511 0.59484 -1.01482
C -0.86336 -0.26137 0.22989
C 0.31217 -1.12630 0.66035
O 0.55812 -2.23285 -0.17351
H 0.05721 2.33487 0.16115
H 0.54268 2.24833 -1.59670
H 1.42465 1.34894 -0.30960
H -1.44003 0.89550 -1.36992
H -1.12919 0.34912 1.15106
H -1.74393 -0.87042 -0.07284
H 0.09933 -1.42006 1.71807
H 1.20695 -0.46139 0.90765
H 1.05299 -3.07270 0.39848
*
```

**SMILES string**: CNCCO

---

DFT (ωB97M-V/def2-TZVPD) results for 2 unconnected molecules or ions with the total composition C8H7F3OSe.

```
! wB97M-V def2-TZVPD RIJCOSX def2/J DEFGRID3
* xyz 0 1
O 1.07862 1.52587 -1.80919
C 0.14853 1.63894 -2.52096
Se -1.65176 1.31507 -2.00505
C -1.52917 0.29926 -0.32533
C -1.93761 -1.00048 -0.44303
C -1.61818 -1.87843 0.57608
C -1.05030 -1.32788 1.72344
C -0.75092 0.01400 1.88901
C -0.86404 0.81139 0.77853
H 0.18178 1.91633 -3.54157
H -2.53522 -1.18396 -1.27395
H -1.68657 -3.01432 0.45700
H -0.98438 -2.09979 2.59803
H -0.58555 0.54193 2.87846
H -0.39350 1.74916 0.77659
F 3.33039 0.34217 1.21845
C 2.84998 0.19650 -0.00231
F 3.79615 -0.13377 -0.76067
F 1.95795 -0.83830 0.05402
H 2.24382 1.12629 -0.26758
*
```

**SMILES string**: O=C[Se]c1ccccc1.FC(F)F

---

DFT (ωB97M-V/def2-TZVPD) results for a molecular structure, C4H10N2O.

```
! wB97M-V def2-TZVPD RIJCOSX def2/J DEFGRID3
* xyz 0 1
C 0.64890 -1.04221 -0.59616
C 0.11715 1.36511 -0.88404
C 1.79453 -1.10163 0.99654
N -0.25846 0.00779 -0.48925
C -1.45687 -0.22324 0.19687
N -2.33538 0.83986 0.21207
O -1.67314 -1.24327 0.81566
H -3.22678 0.62417 0.62849
H -2.34768 1.50716 -0.54145
H 0.64439 -1.85608 0.24690
H 1.39845 -0.84633 -1.36273
H 1.14819 1.35226 -1.22865
H -0.50194 1.72558 -1.71170
H 0.03575 2.06211 -0.04629
H 1.23844 -1.27200 1.91539
H 2.60028 -1.81555 0.84526
H 2.17419 -0.08373 1.00311
*
```

---

DFT (ωB97M-V/def2-TZVPD) results for a single C4H2N2O4 molecule.

```
! wB97M-V def2-TZVPD RIJCOSX def2/J DEFGRID3
* xyz 0 1
C -0.90060 1.49539 0.29160
C -1.45760 0.50758 -0.43439
C 0.31192 1.42512 0.91658
C -0.65770 -0.71609 -0.71054
N 0.29057 -0.99845 0.17404
N 1.58168 -1.53110 0.10648
O 1.70248 -2.62219 0.57278
O 1.28163 1.65260 1.48624
O -0.96600 -1.27761 -1.76415
O 2.47664 -0.80336 -0.29081
H -1.28063 2.37286 0.65198
H -2.38238 0.49526 -0.99981
*
```

---

Number 1: LUMO energy -0.085 Eh, Kohn-Sham gap 5.616 eV, total energy -364.9640 a.u.. Number 2: LUMO energy 0.028 Eh, Kohn-Sham gap 9.525 eV, total energy -249.6307 a.u.. Number 3: LUMO energy 0.020 Eh, Kohn-Sham gap 9.648 eV, total energy -3085.2616 a.u.. Number 4: LUMO energy 0.029 Eh, Kohn-Sham gap 8.521 eV, total energy -343.0705 a.u.. Number 5: LUMO energy -0.096 Eh, Kohn-Sham gap 6.803 eV, total energy -563.8660 a.u..